No. 1
Formula: C25H52NO13
Source: the OMol25 dataset
Level of theory: wB97M-V/def2-TZVPD

```
91
Properties=species:S:1:pos:R:3:forces:R:3:mulliken_charge:R:1
C 0.26050 1.79239 5.05142 0.15 0.23 1.34 -0.46
O -0.12754 3.07330 4.39864 -1.17 -2.43 -0.54 -0.37
C -1.29644 2.84061 3.49808 1.07 0.54 -0.65 -0.52
C -0.66205 2.62264 1.96670 -1.07 1.19 -0.14 -0.39
C -1.71914 1.87955 0.94200 0.90 -0.49 -0.61 -0.09
C -1.57603 0.22679 0.96316 -0.55 0.05 -0.88 -0.31
C -2.29301 -0.42855 -0.39245 0.57 0.29 -0.28 -0.68
C -1.19810 -1.27819 -1.32807 -1.59 0.02 -0.11 -0.29
C -0.70781 -0.23819 -2.49562 -1.21 0.13 1.24 -0.64
N 0.48196 -0.76284 -3.32772 -0.20 -0.04 -0.42 0.27
C 0.71524 0.32053 -4.39107 -0.20 0.49 -2.03 -0.37
C 2.05037 0.07432 -5.30912 1.23 0.25 0.88 -0.68
C 3.33607 0.04098 -4.23954 -1.20 -0.34 -0.10 -0.54
C 3.07962 -1.34400 -3.33717 -0.04 1.32 -1.55 -0.57
C 1.70255 -1.06936 -2.48918 2.55 -0.61 1.78 -0.46
H 1.41049 1.79660 5.33989 -2.43 0.24 -0.83 0.24
H 0.04875 0.84452 4.39131 0.28 1.88 1.22 0.21
H -0.34088 1.77548 6.08167 1.25 -0.47 -2.27 0.19
H -1.93416 3.84805 3.54862 1.29 -2.42 -0.22 0.28
H -1.92405 1.90763 3.82311 1.11 1.80 -0.48 0.31
H -0.49373 3.71482 1.53043 -0.25 -2.28 0.96 0.25
H 0.40620 2.12521 1.99938 -2.33 0.70 0.07 0.17
H -1.42478 2.20617 -0.16404 -0.66 -0.59 2.25 -0.09
H -2.83947 2.22018 1.09201 2.32 -0.71 -0.09 0.27
H -2.12242 -0.26833 1.88009 1.48 1.10 -1.61 0.31
H -0.42181 -0.05783 0.90184 -2.45 0.61 0.50 0.05
H -2.67134 0.46731 -1.06814 0.51 -1.87 1.40 0.27
H -3.19957 -1.13217 -0.13651 1.89 1.49 -0.49 0.42
H -0.33716 -1.72849 -0.66908 -1.64 1.09 -1.38 0.32
H -1.83813 -2.17425 -1.78894 1.68 1.85 0.71 0.18
H -0.41779 0.80605 -2.00327 -0.31 -2.34 -1.12 0.12
H -1.56241 -0.01046 -3.27934 1.67 -0.62 1.76 0.27
H 0.18822 -1.66215 -3.80848 0.35 1.32 0.65 0.50
H 0.71073 1.33953 -3.81183 0.29 -1.98 -1.22 0.23
H -0.24790 0.28945 -5.08489 2.00 0.14 1.55 0.33
H 2.19451 0.95288 -6.10157 -0.59 -1.95 1.83 0.33
H 2.07292 -0.96401 -5.86654 -0.49 2.14 1.01 0.29
H 3.19391 1.02254 -3.57534 0.76 -2.19 -1.30 0.23
H 4.37432 0.00783 -4.78477 -2.15 0.18 1.11 0.34
H 4.02267 -1.58633 -2.68816 -2.17 0.50 -0.80 0.28
H 2.97196 -2.20750 -4.13588 0.03 1.54 1.80 0.31
H 1.53083 -2.03044 -1.80277 -0.06 2.37 -1.53 0.24
H 1.91408 -0.10658 -1.81872 -0.67 -2.17 -1.33 0.26
C -3.88416 -3.20528 -4.96591 0.18 0.24 -0.16 -0.59
O -4.90267 -4.15494 -4.65769 -0.09 -0.13 0.91 -0.29
C -5.08848 -4.36331 -3.32981 -0.17 -0.15 0.35 0.75
O -4.47343 -3.81992 -2.42568 -0.66 -0.61 -1.21 -0.54
O -6.07716 -5.28092 -3.18209 1.01 0.95 -0.42 -0.32
C -6.38301 -5.60081 -1.82619 -0.19 -0.19 0.61 -0.60
H -3.82186 -3.11770 -6.05408 -0.24 -0.23 0.21 0.28
H -4.13594 -2.22222 -4.55521 0.09 -0.19 0.08 0.28
H -2.91319 -3.54557 -4.59175 -0.16 0.08 0.09 0.24
H -6.73469 -4.71356 -1.29000 0.22 -0.13 -0.07 0.28
H -5.51190 -6.03682 -1.32656 -0.12 0.23 -0.06 0.28
H -7.18610 -6.34290 -1.82694 0.19 0.18 -0.31 0.23
C 8.97245 -1.41940 -0.09390 0.68 0.12 0.04 -0.61
O 7.59261 -1.76973 -0.18079 -1.09 0.69 0.30 -0.31
C 6.74316 -0.80529 0.25454 0.70 0.52 0.24 0.75
O 7.06396 0.28793 0.69379 -0.65 -1.69 -0.71 -0.53
O 5.47497 -1.26782 0.11641 0.66 0.13 -0.08 -0.32
C 4.46690 -0.35130 0.53844 -0.22 0.28 0.17 -0.58
H 9.55944 -2.26272 -0.46795 -0.40 0.04 0.04 0.22
H 9.18890 -0.54583 -0.71720 -0.08 -0.07 0.25 0.29
H 9.25904 -1.23497 0.94649 -0.11 0.12 -0.23 0.29
H 4.50322 0.56492 -0.05956 0.13 -0.04 0.23 0.29
H 4.57344 -0.12418 1.60410 0.05 0.11 -0.26 0.40
H 3.49349 -0.82468 0.38345 0.29 -0.20 -0.03 0.10
C -3.94562 5.63332 -2.44890 -0.49 -0.02 0.45 -0.58
O -2.94869 5.82888 -3.44995 1.20 -0.86 -0.16 -0.32
C -1.93172 4.93154 -3.40804 -0.33 0.14 0.18 0.75
O -1.81779 4.01350 -2.61104 -0.03 0.97 -1.03 -0.53
O -1.06351 5.23247 -4.40652 -0.61 -0.28 0.70 -0.32
C 0.06537 4.36417 -4.48405 0.34 -0.07 -0.04 -0.48
H -4.70879 6.40595 -2.57648 0.34 -0.07 -0.21 0.22
H -4.42311 4.65512 -2.56555 0.20 0.12 0.11 0.27
H -3.51365 5.73796 -1.44839 -0.04 -0.17 -0.20 0.28
H -0.25175 3.33528 -4.68207 -0.02 0.12 0.14 0.12
H 0.65762 4.41808 -3.56487 -0.18 -0.11 -0.08 0.28
H 0.69136 4.69724 -5.31642 -0.33 0.14 0.13 0.32
C 0.45215 -3.45567 8.38382 0.18 -0.31 -0.35 -0.60
O -0.03304 -2.67290 9.47290 -0.16 1.09 -0.08 -0.31
C -0.15640 -1.34982 9.19825 0.05 0.17 -0.20 0.78
O 0.10670 -0.81060 8.13477 -0.36 -0.73 1.40 -0.53
O -0.62326 -0.73059 10.31177 0.39 -0.71 -0.87 -0.29
C -0.80366 0.67697 10.16844 -0.07 0.55 0.00 -0.58
H 0.51116 -4.49602 8.71525 -0.12 0.32 0.20 0.22
H -0.23618 -3.40349 7.53414 0.20 0.13 0.10 0.28
H 1.45567 -3.13005 8.09143 -0.25 0.05 -0.05 0.28
H -1.54218 0.89435 9.39016 0.25 -0.04 0.03 0.27
H 0.14967 1.16774 9.94736 -0.21 -0.11 -0.12 0.28
H -1.17955 1.06791 11.11793 0.09 -0.37 -0.10 0.21
```
Positions in Å, forces in eV/Å.

## Properties
Kohn-Sham gap (eV): 8.4
Charge: +1
Calculated total energy (eV): -54863.4432

No. 2
Formula: C26H16BrF3FeN4O4
Source: the OMol25 dataset
Level of theory: wB97M-V/def2-TZVPD

```
55
Properties=species:S:1:pos:R:3:forces:R:3:lowdin_spin:R:1
Fe 0.99620 -0.58453 0.21590 -0.39 -1.15 -0.85 0.96
O 2.15013 0.02993 -3.71881 -0.10 -0.02 0.06 0.02
C 1.92051 0.07572 -2.50787 0.24 -0.02 -0.28 0.01
N 1.07672 -0.64528 -1.76896 0.03 0.29 -0.02 -0.01
C 0.09945 -1.44822 -2.38670 0.34 0.28 -0.20 0.00
C -0.31532 -1.39311 -3.71551 0.00 -0.01 -0.05 0.00
C -1.37894 -2.18588 -4.12903 -0.01 0.01 0.08 0.00
C -2.01191 -3.03355 -3.22952 0.04 0.06 0.02 0.00
C -1.58331 -3.10219 -1.91013 -0.03 -0.06 -0.01 0.00
C -0.52376 -2.30114 -1.49427 -0.06 -0.28 0.40 0.00
N -0.03088 -2.17884 -0.18122 -0.21 -0.19 0.05 -0.01
C -0.33167 -3.10632 0.73520 -0.04 -0.37 0.06 0.01
O -0.78221 -4.24021 0.58003 -0.08 0.11 -0.04 0.02
C -0.08760 -2.58846 2.10513 0.14 -0.06 0.08 0.00
C -0.44476 -3.30490 3.23475 0.00 0.00 0.00 0.00
C -0.27005 -2.71124 4.46711 0.04 0.02 0.05 0.00
C 0.23987 -1.42003 4.52048 -0.03 -0.03 0.03 0.00
C 0.59582 -0.79462 3.34262 -0.19 -0.07 -0.13 0.00
N 0.44493 -1.38030 2.15144 0.45 1.02 0.48 0.00
C 2.62241 1.09939 -1.68301 0.04 0.02 0.06 0.00
C 3.58391 1.93764 -2.22564 -0.01 0.04 -0.03 0.00
C 4.12403 2.92117 -1.42328 0.03 0.00 0.03 0.00
C 3.67425 3.03859 -0.11399 -0.02 0.05 -0.02 0.00
C 2.72777 2.14448 0.34664 -0.21 0.01 -0.21 0.00
N 2.21414 1.18091 -0.42675 0.11 0.31 1.14 0.00
H 0.19055 -0.73734 -4.40466 -0.01 0.00 -0.01 0.00
H -1.71685 -2.12856 -5.15692 0.02 -0.02 0.00 0.00
H -2.85086 -3.64059 -3.54814 0.02 -0.02 -0.01 0.00
H -2.06035 -3.76338 -1.20539 -0.01 -0.01 -0.01 0.00
H -0.85485 -4.29558 3.10321 0.00 0.00 -0.02 0.00
H -0.52371 -3.24273 5.37601 -0.05 0.03 0.00 0.00
H 0.36263 -0.89878 5.46019 0.02 -0.02 -0.01 0.00
H 1.00887 0.20059 3.34200 0.00 0.05 -0.02 0.00
H 3.86404 1.79121 -3.25872 -0.02 0.00 0.00 0.00
H 4.88104 3.59281 -1.80898 -0.01 0.01 0.01 0.00
H 4.04778 3.81025 0.54551 0.02 -0.02 -0.01 0.00
H 2.35719 2.19459 1.35794 -0.02 -0.01 0.03 0.00
F 3.94934 -0.80242 0.36127 0.02 -0.49 -0.32 0.00
C 2.78442 -1.03000 1.01737 0.04 0.82 0.52 0.00
F 2.79887 0.02218 1.98401 0.29 -0.26 -0.02 -0.01
F 3.00128 -2.11142 1.79879 0.10 -0.43 -0.46 0.00
Br -3.20466 2.15808 3.28947 0.04 0.01 -0.01 0.00
C -3.15785 2.57111 1.43431 -0.05 -0.01 -0.04 0.00
C -3.87658 3.68185 1.01186 0.01 -0.02 0.01 0.00
C -3.87433 4.02936 -0.32931 -0.01 -0.01 0.01 0.00
C -3.14610 3.27362 -1.23889 0.00 -0.01 0.01 0.00
C -2.41126 2.18707 -0.79691 -0.02 -0.02 -0.02 0.00
C -2.41237 1.81065 0.54523 0.08 0.14 0.04 0.00
C -1.58177 0.60743 0.94640 0.18 0.03 -0.09 0.00
O -2.10170 -0.31128 1.55042 0.00 -0.08 -0.01 0.00
O -0.35590 0.72378 0.54130 -0.75 0.37 -0.25 0.03
H -4.42728 4.26672 1.73614 -0.01 -0.01 -0.01 0.00
H -4.43942 4.89242 -0.65952 0.00 -0.01 0.00 0.00
H -3.14167 3.53747 -2.28890 0.00 0.00 0.01 0.00
H -1.81822 1.60186 -1.48972 0.02 0.02 0.02 0.00
```
Positions in Å, forces in eV/Å.

## Properties
Kohn-Sham gap (alpha / beta) (eV): 7.1 / 7.3
Charge: -1
Energy relative to the best compared isomer or geometry (same formula, charge and spin) (kJ/mol): 0.0
Calculated total energy (eV): -153958.8426
2S+1: 2

No. 3
Formula: C30H43Cl5GdP2
Source: the OMol25 dataset
Level of theory: wB97M-V/def2-TZVPD

```
81
Properties=species:S:1:pos:R:3:forces:R:3:lowdin_spin:R:1
Gd -1.80968 1.77507 -1.27801 0.02 2.28 6.33 7.69
C -0.37675 -3.03033 2.10948 0.18 1.10 1.29 -0.31
C 1.01661 -3.24258 1.81697 1.84 1.84 0.96 -0.11
C 0.84278 -1.38238 3.17368 -2.11 -0.49 -0.04 -0.22
C -0.46798 -1.88690 2.96416 1.40 -0.60 -0.42 0.00
C 1.76280 -2.22410 2.48286 -0.93 -2.36 -1.90 -0.12
C -1.52104 -3.82854 1.61860 -0.23 -0.40 0.01 -0.05
H -1.30055 -4.35248 0.67933 -0.02 0.08 0.16 0.00
H -2.41366 -3.21194 1.47830 0.09 -0.13 0.07 -0.01
H -1.79286 -4.59660 2.35619 0.03 0.04 -0.13 -0.02
C -1.70874 -1.27788 3.45202 -0.56 0.55 0.08 0.01
H -2.60302 -1.84350 3.18383 0.06 -0.09 0.07 0.00
H -1.81339 -0.26589 3.04184 -0.21 -0.33 0.11 0.00
H -1.69197 -1.17965 4.54103 -0.16 0.07 0.00 0.00
C 1.17219 -0.17015 3.94796 0.11 0.35 0.33 -0.04
H 0.84606 -0.26447 4.99237 0.01 0.00 -0.11 -0.01
H 0.64163 0.69957 3.54619 0.15 -0.14 0.04 -0.01
H 2.23984 0.05922 3.94913 -0.09 -0.11 0.00 0.00
C 3.23714 -2.09920 2.51330 0.53 -0.12 0.28 -0.01
H 3.62751 -2.55024 3.43829 0.06 0.05 -0.20 -0.01
H 3.56227 -1.04914 2.51133 -0.07 -0.34 0.05 0.00
H 3.71386 -2.61246 1.66897 -0.09 0.07 0.17 0.00
C 1.58557 -4.36614 1.04318 0.31 -0.50 -0.01 -0.01
H 2.02457 -5.09887 1.73497 -0.03 -0.05 -0.28 0.00
H 2.38808 -4.04988 0.36360 -0.11 -0.04 0.09 0.00
H 0.82493 -4.88759 0.45542 0.10 0.00 0.03 0.00
C -1.87591 1.11964 -3.37085 -2.04 -2.31 -4.16 0.05
C -1.85829 -0.27716 -3.41144 -1.87 1.81 -1.69 -0.01
C -1.15112 -1.04604 -4.48392 0.98 -1.14 0.21 0.00
C 0.35272 -0.75795 -4.71275 -0.63 -0.30 -0.57 0.00
C 1.12702 -0.09199 -3.63422 1.91 1.38 -0.51 0.00
C 1.28041 1.24949 -3.48148 1.17 -1.30 -0.60 0.00
C 0.33664 2.35297 -3.79188 0.28 0.37 -0.96 0.03
C -1.03224 1.95313 -4.32854 -0.62 0.52 0.11 0.01
H -1.64856 -0.95018 -5.46456 -0.30 0.48 0.51 0.00
H 0.47516 -0.15565 -5.62108 -0.08 -0.15 0.20 0.00
H -1.24558 -2.11907 -4.27024 -0.10 0.32 0.16 0.00
H -0.96029 1.44086 -5.29186 0.06 0.03 0.17 0.00
H -2.85356 1.69483 -3.09673 1.09 -1.64 -0.92 0.03
H -2.61789 -0.90384 -2.91902 0.36 0.73 0.02 0.00
H -1.61165 2.87314 -4.51937 0.30 -0.26 -0.03 0.00
H 0.22639 3.01078 -2.90611 0.12 -0.20 -0.21 0.02
H 2.30726 1.59041 -3.26409 -0.70 -0.13 0.97 0.00
H 0.80985 2.98962 -4.55712 -0.10 0.06 0.26 0.00
H 0.86349 -1.70910 -4.93203 -0.30 0.29 0.09 0.00
H 1.88536 -0.75513 -3.17228 -0.11 0.71 -0.49 0.00
P -0.55248 -1.41696 -0.08993 0.17 0.82 -0.85 -0.03
P 2.46352 0.59107 0.79516 -1.33 0.68 -0.67 -0.01
C 0.12131 0.14160 -0.95648 1.04 -0.64 -0.33 0.00
C 0.96470 1.21135 -0.24672 -0.42 0.26 0.35 0.02
H -0.27043 0.51374 -1.95887 0.38 -0.79 1.24 0.01
H 0.85069 -0.45321 -1.50297 0.26 0.23 0.49 0.00
H 1.44789 1.79994 -1.05163 -0.33 0.08 0.37 0.00
H 0.33807 1.87218 0.40929 0.55 -0.21 -0.26 0.01
C 3.38981 2.17669 0.58172 0.14 -0.29 0.07 0.00
H 4.21421 2.16156 1.29256 0.13 0.18 -0.06 0.00
H 2.73645 3.01389 0.83777 0.05 -0.06 0.05 0.00
H 3.78143 2.31493 -0.43149 -0.07 0.00 0.09 0.00
C 3.16194 -0.41061 -0.56735 0.48 -0.29 -0.02 0.00
H 3.21186 0.14637 -1.50860 0.05 -0.05 0.06 0.00
H 2.58433 -1.33362 -0.70968 0.12 0.13 0.13 0.00
H 4.17548 -0.71580 -0.28141 -0.12 0.03 -0.14 0.00
C -2.39794 -1.31689 -0.34646 -0.65 0.60 0.18 0.03
H -2.65598 -2.29463 -0.74295 -0.37 -0.15 0.27 0.00
H -2.75766 -0.61741 -1.13842 0.10 -0.38 0.78 0.02
H -2.97279 -1.11316 0.59030 0.54 -0.15 -0.72 0.00
C -0.19707 -2.53087 -1.57516 -0.01 -0.11 -0.09 0.00
H 0.54921 -3.32003 -1.36377 -0.45 0.40 0.16 0.00
H 0.18398 -1.96843 -2.44187 -0.27 -0.35 0.36 0.00
H -1.14870 -2.99319 -1.85312 0.32 -0.25 -0.15 0.00
Cl -1.54203 1.71203 4.35479 0.16 -0.64 0.60 0.00
C -1.97871 3.12667 3.53723 -0.35 2.52 0.12 0.00
C -2.23978 3.13692 2.18091 0.19 -1.41 -1.23 0.01
C -2.62783 4.27220 1.55511 0.61 0.99 2.45 0.00
Cl -2.96284 4.16201 -0.22382 -0.18 0.64 -0.27 0.03
C -2.70848 5.51532 2.26233 0.09 -0.89 -0.01 0.00
Cl -3.18454 6.96749 1.47239 -0.01 0.09 -0.05 0.00
C -2.40901 5.52441 3.65832 -0.23 -1.03 -0.88 0.00
Cl -2.57653 6.94445 4.59867 0.00 0.26 -0.20 0.00
C -2.04939 4.31961 4.31340 -0.28 -0.39 -1.47 0.00
Cl -1.73808 4.28867 5.99530 0.01 0.17 0.08 0.00
```
Positions in Å, forces in eV/Å.

## Properties
Kohn-Sham gap (alpha / beta) (eV): 4.1 / 4.4
Charge: +1
Calculated total energy (eV): -133816.3484
2S+1: 8